Here is 2 unconnected molecules or ions with the total composition C5H14 in a non-equilibrium geometry from the Open Molecules 2025 dataset. Energies are from ωB97M-V/def2-TZVPD.

The geometry in ORCA input format:
```
! wB97M-V def2-TZVPD RIJCOSX def2/J DEFGRID3
* xyz 0 1
C -0.571 -1.611 1.538
C 0.050 -0.233 1.793
C -0.938 0.900 1.559
H -0.030 -2.387 2.069
H -0.540 -1.835 0.473
H -1.612 -1.663 1.864
H 0.442 -0.219 2.817
H 0.921 -0.119 1.154
H -1.514 0.708 0.642
H -1.686 0.983 2.343
H -0.446 1.854 1.396
C 1.119 0.249 -1.710
C 0.363 0.658 -2.997
H 0.602 -0.625 -1.313
H 2.164 0.038 -1.934
H 0.999 1.061 -0.985
H 0.866 1.486 -3.481
H -0.672 0.903 -2.745
H 0.164 -0.215 -3.609
*
```

Results
- E: -5411.831 eV
- Max |F|: 1.3 eV/A
- Energy relative to the best compared isomer or geometry (same formula, charge and spin): 0.2191 eV
- Orbital gap: 12.494 eV
- Lowest unoccupied orbital energy: 1.13 eV
- Structure (SMILES): CCC.CC


Here is 17 unconnected molecules or ions with the total composition CH36O17 in a non-equilibrium geometry from the Open Molecules 2025 dataset. Energies are from ωB97M-V/def2-TZVPD.

The geometry in ORCA input format:
```
! wB97M-V def2-TZVPD RIJCOSX def2/J DEFGRID3
* xyz 1 2
O 3.153 1.580 0.674
H 3.140 2.147 1.449
H 3.846 1.923 0.106
H 2.303 1.642 0.232
C -0.101 0.339 -0.052
O 0.565 1.487 -0.460
H -0.729 0.455 0.831
H -0.799 0.007 -0.821
H 0.538 -0.497 0.230
O -2.901 -1.894 -0.857
H -3.480 -2.556 -1.235
H -3.206 -1.797 0.045
O -2.159 2.613 -1.553
H -1.979 3.513 -1.826
H -1.317 2.285 -1.239
O -0.138 0.119 -3.395
H -0.540 -0.479 -2.766
H 0.571 0.539 -2.908
O 2.411 -2.331 -1.158
H 2.600 -1.457 -1.497
H 1.487 -2.475 -1.365
O 0.204 0.986 3.290
H 0.112 1.501 4.091
H -0.126 1.559 2.597
O -2.982 0.311 3.061
H -2.976 0.260 4.017
H -2.522 1.127 2.861
O 0.323 -3.670 1.571
H 0.542 -2.744 1.675
H -0.618 -3.715 1.735
O 3.673 -1.041 0.966
H 2.881 -1.333 0.515
H 4.353 -1.649 0.675
O 2.681 0.021 -2.480
H 3.486 0.404 -2.829
H 2.266 0.735 -1.996
O 0.006 3.580 1.408
H 0.338 4.454 1.203
H 0.314 3.031 0.687
O -3.282 0.390 -2.559
H -2.984 1.183 -2.113
H -2.884 -0.327 -2.064
O -0.475 -2.747 -1.786
H -0.673 -3.522 -2.312
H -1.327 -2.451 -1.465
O -3.165 -1.956 1.755
H -2.765 -1.197 2.178
H -2.634 -2.699 2.042
O 0.281 2.973 -2.920
H 0.434 2.586 -2.058
H -0.214 2.307 -3.397
O 1.423 -1.556 3.113
H 0.784 -0.844 3.142
H 2.262 -1.120 2.963
*
```

Results
- E: -36418.293 eV
- Max |F|: 2.2 eV/A
- Orbital gap (spin up / spin down): 7.665 / 4.143 eV
- Lowest unoccupied orbital energy (spin up / spin down): -4.92 / -8.43 eV


Here is a single C3H4ClF molecule in a non-equilibrium geometry from the Open Molecules 2025 dataset. Energies are from ωB97M-V/def2-TZVPD.

The geometry in ORCA input format:
```
! wB97M-V def2-TZVPD RIJCOSX def2/J DEFGRID3
* xyz 0 1
F 0.839 1.400 1.616
C 0.701 0.198 1.004
C 1.395 -0.230 -0.236
C -0.051 0.225 -0.389
Cl -1.399 -0.780 -1.005
H 0.560 -0.642 1.703
H 1.321 -1.415 -0.199
H 2.306 0.262 -0.657
H -0.219 1.297 -0.578
*
```

Results
- E: -18414.006 eV
- Max |F|: 2.8 eV/A
- Energy relative to the best compared isomer or geometry (same formula, charge and spin): 1.0673 eV
- Orbital gap: 11.124 eV
- Lowest unoccupied orbital energy: 1.10 eV
- Structure (SMILES): F[C@@H]1C[C@H]1Cl